[1]
A structure of composition C28H22I2NOSbV. Source: OMol25; level of theory: the ωB97M-V functional and the def2-TZVPD basis.

```
56
Properties=species:S:1:pos:R:3:forces:R:3:mulliken_charge:R:1
V -0.642579 -1.058909 -2.268154 0.0 0.6 -0.8 0.191
I 4.443557 -0.505172 -2.580431 0.0 0.0 0.0 0.079
C 3.272041 -1.862430 -1.533721 -0.4 0.2 -0.2 -0.413
C 3.874194 -2.803183 -0.690613 -0.1 -0.4 0.3 -0.401
C 3.115595 -3.699337 0.022030 0.4 0.1 0.0 -0.021
I 4.101958 -5.035649 1.288875 0.0 0.0 0.0 0.084
C 1.702212 -3.691565 -0.062038 -0.3 -0.3 0.3 0.886
C 0.823529 -4.556235 0.649114 -0.2 0.4 -0.4 -0.938
C -0.539622 -4.407750 0.490850 0.5 -0.4 0.2 -0.700
C -1.052684 -3.413584 -0.329981 1.0 1.2 -1.0 -0.624
N -0.251908 -2.552899 -1.011165 -0.3 -1.6 1.3 0.209
C 1.122388 -2.725451 -0.902405 -0.8 -0.2 0.3 -0.064
C 1.896053 -1.812673 -1.668436 0.2 0.6 -0.3 1.239
O 1.254390 -0.936977 -2.426560 0.4 -0.2 0.2 -1.139
H 4.951894 -2.811217 -0.603757 0.0 0.0 0.0 0.375
H 1.227550 -5.320448 1.296479 0.0 0.0 0.0 0.210
H -1.230374 -5.060195 1.007353 0.0 0.0 0.0 0.424
H -2.121301 -3.280305 -0.445246 0.0 0.1 0.0 0.470
C -1.694913 -1.768169 -3.879314 -0.4 0.2 0.0 -1.360
H -2.724930 -2.038486 -3.612778 -0.1 0.0 -0.1 0.334
H -1.234160 -2.643885 -4.343268 0.1 -0.1 0.0 0.286
H -1.750244 -0.978082 -4.642551 0.0 0.0 0.0 0.367
C -4.240009 0.863179 3.153396 0.0 0.0 0.0 -0.452
C -3.981818 2.046990 2.478823 0.0 0.0 0.0 -0.614
C -3.032239 2.081604 1.466330 0.0 0.0 0.1 -0.432
C -2.329823 0.930618 1.127304 0.0 0.0 0.0 0.443
C -2.610269 -0.261797 1.793341 0.0 0.0 0.0 -0.323
C -3.555535 -0.293559 2.807683 0.0 0.0 0.0 -0.715
Sb -0.883765 0.907700 -0.427210 -0.1 -0.2 -0.2 1.871
C 0.928537 0.584497 0.639321 0.0 0.0 0.0 0.466
C 2.040977 1.381359 0.391466 0.0 0.0 0.0 -0.256
C 3.268453 1.060186 0.954589 0.0 0.0 0.0 -0.884
C 3.394356 -0.062788 1.758619 0.0 0.0 0.0 -0.482
C 2.291100 -0.869252 1.999110 0.0 0.0 0.0 -0.639
C 1.064966 -0.551229 1.434264 0.0 0.0 0.0 -0.277
C -0.696459 2.977977 -0.825225 0.0 0.0 0.1 -0.204
C -0.348541 3.872400 0.184912 0.0 0.0 0.0 0.166
C -0.207471 5.222231 -0.096973 0.0 0.0 0.0 -0.837
C -0.408342 5.687450 -1.390616 0.0 0.0 0.0 -0.427
C -0.747942 4.802676 -2.402110 0.0 0.0 0.0 -0.555
C -0.889788 3.450030 -2.119615 0.0 0.0 0.0 -0.748
H -4.979459 0.839402 3.943069 0.0 0.0 0.0 0.362
H -4.520623 2.948998 2.738984 0.0 0.0 0.0 0.400
H -2.840147 3.013497 0.948819 0.0 0.0 0.0 0.397
H -2.099552 -1.179393 1.520684 0.0 0.0 0.0 0.124
H -3.760921 -1.222673 3.323441 0.0 0.0 0.0 0.410
H 1.961933 2.251399 -0.249993 0.0 0.0 0.0 0.429
H 4.130985 1.680469 0.748055 0.0 0.0 0.0 0.424
H 4.355809 -0.320643 2.184035 0.0 0.0 0.0 0.417
H 2.388508 -1.759495 2.607761 0.0 0.0 0.0 0.478
H 0.223273 -1.212784 1.606073 0.0 0.0 0.0 0.017
H -0.178491 3.514922 1.194550 0.0 0.0 0.0 0.506
H 0.064482 5.911583 0.691859 0.0 0.0 0.0 0.386
H -0.294975 6.741245 -1.609260 0.0 0.0 0.0 0.378
H -0.899138 5.161654 -3.411728 0.0 0.0 0.0 0.400
H -1.150717 2.764147 -2.918043 0.0 0.0 0.0 0.279
```
Forces are in eV/Å.

Results
- E_HOMO (spin up / spin down) (eV) = -6.64 / -6.15
- energy (eV) = -81355.1317
- multiplicity = 2



[2]
A structure of composition C16H18LaN2O5. Source: OMol25; level of theory: the ωB97M-V functional and the def2-TZVPD basis.

```
42
Properties=species:S:1:pos:R:3:forces:R:3:mulliken_charge:R:1
La -0.761952 -0.227353 1.097163 -1.9 -3.7 -0.2 1.826
C -0.015703 1.816154 2.292793 3.3 6.2 3.4 0.292
O 0.530450 2.745359 2.716778 -2.7 -4.3 -1.9 -0.042
C -0.411176 1.853770 -0.349972 2.1 5.3 -4.0 0.142
O -0.050474 2.763163 -0.963116 -1.8 -3.9 2.7 -0.026
C -2.928672 1.172085 0.338809 -5.3 2.8 -2.0 0.101
O -3.856959 1.721615 -0.066259 4.0 -2.3 1.7 -0.035
C 1.608008 0.478410 0.629033 6.7 3.1 -1.0 0.186
O 2.621188 1.026458 0.493479 -4.7 -2.8 0.6 -0.050
C 0.230945 -2.443498 -3.274197 -0.1 0.2 0.4 -0.555
H 1.171227 -2.948664 -3.032281 -0.3 0.2 -0.3 0.287
H -0.679960 -3.035439 -3.132680 0.3 0.2 -0.2 0.311
C 0.197545 -1.175511 -3.720199 -0.1 0.2 0.6 -0.546
H -0.751932 -0.670906 -3.948163 0.4 -0.3 -0.1 0.314
H 1.114188 -0.585542 -3.859530 -0.4 -0.4 -0.1 0.293
C -2.795825 -2.135914 7.237153 0.0 0.0 -0.1 -1.154
C -1.516149 -1.335648 7.358184 0.0 -0.1 0.7 -0.332
N -0.720294 -1.339012 6.121883 0.6 -0.1 -0.7 0.118
C -0.072796 -0.068916 5.740228 -0.3 -0.4 0.3 -0.303
C 1.449024 -0.069246 5.725843 0.0 0.2 0.1 -1.137
C -0.200106 -2.563126 5.750591 -0.7 -0.9 1.8 0.170
O -0.266988 -3.557204 6.470969 0.3 1.2 -1.4 -0.549
C 0.401087 -2.687034 4.374068 -0.7 0.8 0.0 -0.760
C 1.458288 -3.564233 4.151282 0.1 0.1 -0.3 -0.182
C 2.107916 -3.558154 2.915753 -0.1 0.2 -0.3 -0.785
C 1.665545 -2.686255 1.925809 -0.3 0.2 0.4 -0.231
N 0.563256 -1.894971 2.116167 0.4 -0.8 0.4 -0.522
C -0.091429 -1.917836 3.317374 1.1 -0.9 -0.4 0.373
H -3.402802 -1.747934 6.413025 -0.1 -0.1 0.1 0.278
H -3.357430 -2.043116 8.171449 0.0 -0.1 -0.2 0.384
H -2.564085 -3.188573 7.060685 -0.2 0.1 0.1 0.366
H -1.739093 -0.289465 7.583803 0.0 -0.2 0.0 0.370
H -0.903568 -1.750399 8.171915 -0.1 0.2 -0.1 0.301
H -0.459562 0.239186 4.757361 -0.1 0.3 -0.3 -0.053
H -0.444046 0.681612 6.449429 0.2 -0.2 -0.3 0.516
H 1.856057 -0.747433 4.962407 0.1 0.2 0.3 0.269
H 1.783269 0.951883 5.498702 0.1 -0.2 0.1 0.446
H 1.833378 -0.345346 6.719133 0.0 0.0 -0.4 0.335
H 1.758072 -4.232321 4.955336 0.0 0.1 0.0 0.589
H 2.962408 -4.207518 2.726644 -0.2 0.2 0.0 0.474
H 2.167583 -2.603073 0.957346 -0.2 -0.1 0.4 0.463
H -1.054131 -1.364256 3.401804 0.4 -0.2 0.3 1.059
```
Forces are in eV/Å.

Results
- charge = +3
- E_HOMO (eV) = -17.41
- energy above the lowest of the compared OMol25 structures with the same formula, charge and spin (kJ/mol) = 0.0
- energy (eV) = -30928.6449



[3]
A structure of composition C15H14N4O6RuSSe. Source: OMol25; level of theory: the ωB97M-V functional and the def2-TZVPD basis.

```
42
Properties=species:S:1:pos:R:3:forces:R:3:mulliken_charge:R:1
Ru 1.708819 -0.551483 0.668824 0.2 0.6 0.9 0.432
C -1.764211 -2.761918 -0.602990 0.2 0.0 0.0 -1.693
C -0.468168 -2.035290 -0.527506 -0.6 -0.4 -0.9 0.543
N 0.140395 -1.784695 0.697131 0.5 0.9 1.4 1.615
N -0.277489 -2.376602 1.786104 -1.1 -0.9 -0.7 -1.541
C 0.289034 -2.030778 2.912652 1.4 1.1 0.4 0.652
N -0.064052 -2.636485 4.063461 -0.2 0.1 -0.4 -0.399
S 1.578547 -0.830659 2.985205 -0.4 -0.6 -0.3 -0.290
C 0.223967 -1.518317 -1.620510 0.1 -0.1 0.2 0.517
C -0.047487 -1.790239 -2.983479 -0.1 0.0 0.2 -1.215
C 0.759116 -1.252594 -3.950673 0.2 0.2 0.0 -0.292
C 1.803036 -0.387434 -3.592004 -0.3 -0.1 -0.1 -0.977
C 2.026120 -0.134951 -2.251587 0.1 0.1 -0.1 -0.065
N 1.290876 -0.699082 -1.302822 -0.1 -0.3 -0.7 0.602
H -2.303589 -2.643045 0.333195 0.0 0.0 0.0 0.413
H -1.595557 -3.830752 -0.762293 0.0 0.0 0.1 0.314
H -2.366003 -2.385219 -1.428095 0.0 0.0 0.0 0.486
H -0.900855 -3.195539 4.060598 0.0 0.0 0.1 0.240
H 0.246021 -2.229275 4.927341 0.0 -0.1 0.1 0.229
H -0.863678 -2.453507 -3.228776 0.0 0.0 -0.1 0.418
H 0.599790 -1.498129 -4.991114 -0.1 0.0 0.0 0.428
H 2.433208 0.070159 -4.337698 0.1 0.0 0.0 0.412
H 2.820329 0.524012 -1.932734 0.0 -0.1 0.1 0.626
O 5.498026 -1.716598 1.049370 0.4 -0.1 0.9 -0.660
Se 4.258244 -1.317725 0.163214 1.5 -0.8 -0.6 1.344
O 2.878552 -2.233165 0.502978 -0.9 0.7 0.2 -0.462
O 3.563724 0.181744 0.612057 -1.0 0.5 0.2 -0.631
O 4.526419 -1.303731 -1.400567 -0.1 0.2 -0.9 -0.650
O -0.859826 0.585182 2.047222 0.2 0.1 -0.4 -0.537
C -0.452479 1.370751 1.198485 -0.7 -0.4 0.6 0.789
O 0.642876 1.231659 0.505959 0.8 -0.9 0.2 -0.704
C -1.308349 2.556266 0.879194 0.1 0.0 -0.2 0.367
C -2.682620 2.341617 0.815757 0.0 0.1 0.0 -0.454
C -3.535646 3.400428 0.556105 0.0 0.0 0.0 -0.528
C -3.021521 4.678372 0.387346 0.0 0.0 0.0 -0.443
C -1.651353 4.885649 0.429969 0.0 0.1 0.0 -0.502
C -0.788595 3.826038 0.667784 0.0 -0.1 -0.1 -0.324
H -3.071647 1.344616 0.967754 0.0 0.0 0.1 0.393
H -4.601457 3.226955 0.492890 0.0 0.0 0.0 0.380
H -3.691851 5.511202 0.222956 0.0 0.0 -0.1 0.381
H -1.251393 5.878611 0.274889 0.0 0.0 0.0 0.388
H 0.280743 3.983969 0.704417 0.0 0.0 0.0 0.400
```
Forces are in eV/Å.

Results
- E_HOMO (spin up / spin down) (eV) = -7.15 / -9.22
- energy above the lowest of the compared OMol25 structures with the same formula, charge and spin (kJ/mol) = 5.3
- energy (eV) = -112786.4797
- multiplicity = 5